Molecular formula: C2H2N4O2S
Method: DFT, the ωB97M-V functional and the def2-TZVPD basis

Each line ends with the Löwdin charge.
CARTESIAN COORDINATES (ANGSTROEM)
N -0.8313 2.5526 -0.1868  0.160
C -0.9241 1.3995 -0.2082  -0.296
N -0.6739 0.0963 -0.3628  0.096
N -1.5243 -0.7747 0.0027  -0.353
O -2.6939 -0.6481 0.2274  0.139
O -1.0858 -2.0403 -0.0085  0.122
H -0.1819 -2.0490 0.2075  -0.027
N 2.1759 1.1059 0.3687  0.149
C 1.9383 -0.0502 0.1167  -0.847
S 2.0136 -1.5764 -0.1855  0.772
H 1.7873 1.9845 0.0289  0.085

Output
E_HOMO = -10.293 eV
electronic energy = -22991.8088 eV
SMILES = N#C/N=[N+](\[O-])O.N=C=S
net charge = 0